ORCA calculation (ωB97M-V with the def2-TZVPD basis set) on C6H13BO in the gas phase.

```
21
C6H13BO ωB97M-V with the def2-TZVPD basis set
B -0.32197 1.54571 -0.46063
C -0.70103 0.44426 -1.53823
C 1.12355 -0.58185 0.86519
C -0.65049 -0.96015 -0.87091
C 0.78733 -1.45665 -0.28472
C 0.48267 -2.82053 0.34838
C -0.41213 3.48230 1.05915
O -0.71258 2.68871 -0.11854
H -1.58537 0.64527 -2.15676
H 0.05651 0.47536 -2.47236
H 2.11711 -0.16163 0.92788
H 0.45153 -0.86204 1.71189
H -1.25850 -0.98899 0.00303
H -0.98807 -1.71338 -1.65117
H 1.46107 -1.30689 -1.14106
H -0.36905 -2.66345 0.87703
H 1.28069 -3.03721 1.00352
H 0.55215 -3.73311 -0.32303
H -1.27086 3.21300 1.64662
H -0.50690 4.56814 0.96657
H 0.46433 3.22310 1.60815
```

Results
energy relative to the best compared isomer or geometry (same formula, charge and spin): 95.58 kcal/mol
frontier orbital gap (spin up / spin down): 7.240 / 6.850 eV
E_LUMO (spin up / spin down): 0.49 / 0.64 eV